DFT (ωB97M-V with the def2-TZVPD basis set) results for a cluster of 3 separate species, C45H85ClF3N4O3P in total at a distorted geometry.

Each atom is followed by the atoms it is bonded to, with distances in Å.
Element x y z (Å)
1 C 8.1598 0.0247 2.3838  C2 1.540, H36 1.090, H37 1.092, H38 1.091
2 C 7.9210 -0.7507 1.0750  C1 1.540, C3 1.540, H39 1.093, H40 1.092
3 C 6.4460 -1.1274 0.8456  C2 1.540, C4 1.548, H41 1.093, H42 1.092
4 C 6.2432 -2.4879 0.1353  C3 1.548, C5 1.542, H43 1.093, H44 1.092
5 C 5.5347 -3.5687 0.9760  C4 1.542, C6 1.530, H45 1.094, H46 1.094
6 C 4.3397 -4.2095 0.2667  C5 1.530, C7 1.539, H47 1.094, H48 1.095
7 C 3.7780 -5.4099 1.0497  C6 1.539, C8 1.537, H49 1.095, H50 1.092
8 C 2.2523 -5.5756 0.9674  C7 1.537, C9 1.529, H51 1.096, H52 1.093
9 C 1.6533 -6.1166 2.2657  C8 1.529, C10 1.528, H53 1.094, H54 1.097
10 C 0.1646 -6.4436 2.1545  C9 1.528, C11 1.534, H55 1.094, H56 1.095
11 C -0.6969 -5.1877 1.9674  C10 1.534, C12 1.548, H57 1.095, H58 1.093
12 C -2.1244 -5.2939 2.5555  C11 1.548, C13 1.550, H59 1.095, H60 1.090
13 C -2.5944 -4.0402 3.3356  C12 1.550, C14 1.545, H61 1.092, H62 1.089
14 C -3.7620 -3.2451 2.7101  C13 1.545, C15 1.558, H63 1.090, H64 1.088
15 C -3.4255 -1.9026 1.9939  C14 1.558, C16 1.531, C20 1.532, C27 1.604
16 C -3.2891 -0.8261 3.0741  C15 1.531, F17 1.343, F18 1.347, F19 1.349
17 F -2.8945 0.3541 2.5680  C16 1.343
18 F -4.4274 -0.6303 3.7678  C16 1.347
19 F -2.3696 -1.1811 3.9958  C16 1.349
20 C -2.0513 -2.1174 1.3528  C15 1.532, O21 1.182, N22 1.419
21 O -1.0144 -1.6529 1.6788  C20 1.182
22 N -2.2611 -2.9168 0.1998  C20 1.419, C23 1.487, H65 1.015
23 C -3.4143 -2.2323 -0.4420  N22 1.487, P24 1.849, C27 1.636, H66 1.088
24 P -2.7569 -1.1643 -1.8012  C23 1.849, C25 1.819, C26 1.828
25 C -2.0390 -2.3567 -2.9728  P24 1.819, H67 1.093, H68 1.088, H69 1.093
26 C -1.3761 -0.1611 -1.1455  P24 1.828, H70 1.094, H71 1.089, H72 1.089
27 C -4.3813 -1.6331 0.7341  C15 1.604, C23 1.636, N28 1.461, C32 1.549
28 N -5.5597 -2.4887 0.6148  C27 1.461, C29 1.271
29 C -6.6992 -2.4266 1.1748  N28 1.271, C30 1.516, C31 1.506
30 C -7.0439 -2.0278 2.5967  C29 1.516, H73 1.085, H74 1.091, H75 1.085
31 C -7.8704 -2.9242 0.3698  C29 1.506, H76 1.096, H77 1.090, H78 1.087
32 C -4.7485 -0.1826 0.3343  C27 1.549, Cl33 1.825, C34 1.546, H79 1.087
33 Cl -5.6551 0.7499 1.6139  C32 1.825
34 C -5.6588 -0.0853 -0.9121  C32 1.546, C35 1.537, H80 1.086, H81 1.088
35 C -5.3227 1.1383 -1.7788  C34 1.537, H82 1.092, H83 1.090, H84 1.089
36 H 8.5500 -0.6200 3.1710  C1 1.090
37 H 7.2319 0.4719 2.7470  C1 1.092
38 H 8.8593 0.8498 2.2446  C1 1.091
39 H 8.2807 -0.1371 0.2457  C2 1.093
40 H 8.5382 -1.6519 1.0810  C2 1.092
41 H 5.9614 -1.1747 1.8239  C3 1.093
42 H 5.9767 -0.3367 0.2570  C3 1.092
43 H 7.2386 -2.8623 -0.1184  C4 1.093
44 H 5.7234 -2.3385 -0.8139  C4 1.092
45 H 6.2455 -4.3713 1.1950  C5 1.094
46 H 5.2020 -3.1527 1.9312  C5 1.094
47 H 3.5660 -3.4580 0.0853  C6 1.094
48 H 4.6978 -4.5484 -0.7109  C6 1.095
49 H 4.0587 -5.2838 2.1006  C7 1.095
50 H 4.2563 -6.3133 0.6657  C7 1.092
51 H 2.0108 -6.2916 0.1735  C8 1.096
52 H 1.7848 -4.6247 0.6985  C8 1.093
53 H 2.2182 -6.9963 2.5887  C9 1.094
54 H 1.7943 -5.3593 3.0467  C9 1.097
55 H -0.1423 -6.9678 3.0646  C10 1.094
56 H 0.0326 -7.1342 1.3152  C10 1.095
57 H -0.1674 -4.3388 2.4114  C11 1.095
58 H -0.7474 -4.9620 0.8994  C11 1.093
59 H -2.8201 -5.4904 1.7329  C12 1.095
60 H -2.1296 -6.1492 3.2311  C12 1.090
61 H -2.9631 -4.3982 4.2988  C13 1.092
62 H -1.7378 -3.4106 3.5721  C13 1.089
63 H -4.3125 -3.8981 2.0331  C14 1.090
64 H -4.4628 -3.0030 3.5060  C14 1.088
65 H -2.5010 -3.8747 0.4333  N22 1.015
66 H -3.9953 -2.9936 -0.9580  C23 1.088
67 H -2.8082 -3.1124 -3.1522  C25 1.093
68 H -1.8682 -1.8382 -3.9144  C25 1.088
69 H -1.1378 -2.8739 -2.6350  C25 1.093
70 H -0.4446 -0.7277 -1.0508  C26 1.094
71 H -1.2038 0.6598 -1.8407  C26 1.089
72 H -1.5978 0.2271 -0.1524  C26 1.089
73 H -6.3165 -2.4273 3.2950  C30 1.085
74 H -8.0124 -2.4589 2.8555  C30 1.091
75 H -7.1317 -0.9552 2.7341  C30 1.085
76 H -8.5046 -2.0482 0.1934  C31 1.096
77 H -8.4613 -3.6804 0.8867  C31 1.090
78 H -7.5331 -3.2833 -0.5992  C31 1.087
79 H -3.8507 0.4158 0.2047  C32 1.087
80 H -5.5618 -0.9942 -1.4978  C34 1.086
81 H -6.6843 0.0397 -0.5709  C34 1.088
82 H -5.9005 2.0101 -1.4654  C35 1.092
83 H -4.2655 1.3971 -1.7117  C35 1.090
84 H -5.5221 0.9319 -2.8297  C35 1.089
85 C -3.1164 6.8622 0.4256  C86 1.536, H96 1.090, H97 1.085, H98 1.091
86 C -1.8182 6.2248 -0.0912  C85 1.536, C87 1.531, N91 1.502, C95 1.525
87 C -2.0983 5.3806 -1.3370  C86 1.531, C88 1.526, H99 1.095, H100 1.093
88 C -2.8569 4.0924 -1.0320  C87 1.526, C89 1.526, H101 1.093, H102 1.092
89 C -2.1235 3.2800 0.0308  C88 1.526, C90 1.532, H103 1.094, H104 1.095
90 C -1.7983 4.0625 1.3069  C89 1.532, N91 1.502, C93 1.533, C94 1.526
91 N -1.1634 5.3800 0.9634  C86 1.502, C90 1.502, O92 1.281
92 O 0.0885 5.2365 0.7340  N91 1.281
93 C -3.0715 4.2366 2.1432  C90 1.533, H105 1.091, H106 1.091, H107 1.086
94 C -0.8226 3.2552 2.1584  C90 1.526, H108 1.087, H109 1.090, H110 1.091
95 C -0.8808 7.3757 -0.4429  C86 1.525, H111 1.091, H112 1.091, H113 1.087
96 H -3.4068 7.6660 -0.2516  C85 1.090
97 H -3.9557 6.1753 0.4695  C85 1.085
98 H -2.9687 7.2911 1.4175  C85 1.091
99 H -1.1445 5.1260 -1.8109  C87 1.095
100 H -2.6532 5.9931 -2.0521  C87 1.093
101 H -3.8796 4.3095 -0.7121  C88 1.093
102 H -2.9465 3.4985 -1.9445  C88 1.092
103 H -2.7164 2.4067 0.3172  C89 1.094
104 H -1.1896 2.9011 -0.3970  C89 1.095
105 H -2.9112 4.9103 2.9862  C93 1.091
106 H -3.3529 3.2599 2.5391  C93 1.091
107 H -3.9246 4.5954 1.5747  C93 1.086
108 H 0.0704 2.9803 1.6025  C94 1.087
109 H -1.3184 2.3403 2.4825  C94 1.090
110 H -0.5178 3.8175 3.0419  C94 1.091
111 H -0.6270 7.9562 0.4449  C95 1.091
112 H -1.3854 8.0317 -1.1537  C95 1.091
113 H 0.0419 7.0233 -0.8962  C95 1.087
114 C 2.8554 3.9172 -2.1830  C115 1.537, H125 1.090, H126 1.086, H127 1.091
115 C 3.3920 2.5037 -1.9058  C114 1.537, C116 1.530, N120 1.498, C124 1.524
116 C 4.8638 2.5758 -1.4936  C115 1.530, C117 1.527, H128 1.095, H129 1.092
117 C 5.7915 2.9303 -2.6536  C116 1.527, C118 1.528, H130 1.093, H131 1.092
118 C 5.5957 1.9661 -3.8227  C117 1.528, C119 1.533, H132 1.093, H133 1.095
119 C 4.1377 1.8341 -4.2790  C118 1.533, N120 1.500, C122 1.536, C123 1.525
120 N 3.2420 1.6078 -3.0969  C115 1.498, C119 1.500, O121 1.282
121 O 3.2124 0.3719 -2.7559  N120 1.282
122 C 3.7109 3.0790 -5.0706  C119 1.536, H134 1.091, H135 1.090, H136 1.086
123 C 3.9991 0.6490 -5.2290  C119 1.525, H137 1.087, H138 1.091, H139 1.090
124 C 2.5500 1.9528 -0.7609  C115 1.524, H140 1.092, H141 1.091, H142 1.088
125 H 2.7275 4.4405 -1.2352  C114 1.090
126 H 3.5169 4.5330 -2.7855  C114 1.086
127 H 1.8813 3.8751 -2.6732  C114 1.091
128 H 5.1640 1.6054 -1.0838  C116 1.095
129 H 4.9682 3.3053 -0.6872  C116 1.092
130 H 5.6278 3.9617 -2.9765  C117 1.093
131 H 6.8283 2.8798 -2.3153  C117 1.092
132 H 6.1944 2.2833 -4.6802  C118 1.093
133 H 5.9641 0.9776 -3.5303  C118 1.095
134 H 2.6361 3.0654 -5.2570  C122 1.091
135 H 4.2213 3.0767 -6.0341  C122 1.090
136 H 3.9630 4.0161 -4.5842  C122 1.086
137 H 4.3772 -0.2703 -4.7898  C123 1.087
138 H 4.5731 0.8602 -6.1325  C123 1.091
139 H 2.9567 0.4917 -5.5081  C123 1.090
140 H 1.5045 1.8573 -1.0612  C124 1.092
141 H 2.5990 2.6435 0.0816  C124 1.091
142 H 2.8945 0.9789 -0.4207  C124 1.088

Values from the calculation:
total charge: 0
frontier orbital gap (alpha / beta): 8.6 / 8.5 eV
2S+1: 3
expectation value of S²: 2.008

Löwdin population analysis, charges in e, atoms 1 to 99:
1. C -0.114
2. C -0.258
3. C -0.204
4. C -0.196
5. C -0.216
6. C -0.219
7. C -0.207
8. C -0.214
9. C -0.231
10. C -0.213
11. C -0.210
12. C -0.176
13. C -0.159
14. C -0.096
15. C -0.157
16. C -0.575
17. F 0.115
18. F 0.097
19. F 0.153
20. C -0.442
21. O 0.178
22. N 0.072
23. C -0.352
24. P 0.941
25. C -0.292
26. C -0.271
27. C -0.306
28. N 0.108
29. C -0.370
30. C -0.035
31. C -0.034
32. C -0.553
33. Cl 0.721
34. C -0.307
35. C -0.118
36. H 0.066
37. H 0.065
38. H 0.062
39. H 0.098
40. H 0.096
41. H 0.095
42. H 0.091
43. H 0.097
44. H 0.103
45. H 0.110
46. H 0.105
47. H 0.111
48. H 0.111
49. H 0.105
50. H 0.111
51. H 0.114
52. H 0.105
53. H 0.113
54. H 0.115
55. H 0.103
56. H 0.113
57. H 0.107
58. H 0.098
59. H 0.102
60. H 0.100
61. H 0.113
62. H 0.103
63. H 0.117
64. H 0.100
65. H 0.099
66. H 0.108
67. H 0.033
68. H 0.031
69. H 0.040
70. H 0.048
71. H 0.032
72. H 0.019
73. H 0.060
74. H 0.078
75. H 0.032
76. H 0.091
77. H 0.078
78. H 0.078
79. H 0.054
80. H 0.082
81. H 0.082
82. H 0.071
83. H 0.031
84. H 0.073
85. C -0.031
86. C -0.491
87. C -0.129
88. C -0.170
89. C -0.133
90. C -0.477
91. N -0.091
92. O -0.031
93. C -0.023
94. C -0.028
95. C -0.044
96. H 0.086
97. H 0.057
98. H 0.094
99. H 0.122